Density functional theory data (the ωB97M-V functional and the def2-TZVPD basis) for a structure of composition C19H20BrN4OTl.

Structure (XYZ):
```
46
Properties=species:S:1:pos:R:3:forces:R:3:lowdin_charge:R:1
Tl 1.4599 -0.0002 0.7485 0.376 -0.483 0.168 0.8633
Br -3.5476 -6.2382 0.6829 0.058 0.167 0.085 0.6758
C -2.5987 -4.6149 1.0347 -0.247 -0.376 -0.386 -0.6968
C -2.3709 -4.2164 2.3567 -0.010 0.003 -0.128 -0.1311
C -1.6570 -3.0829 2.5981 0.109 0.082 0.052 -0.0145
C -1.0820 -2.2834 1.5528 -0.291 -0.420 -0.280 -0.3894
O -0.3906 -1.2725 1.8467 0.286 0.615 0.082 -0.2349
C -1.3794 -2.7028 0.2010 -0.092 -0.148 0.660 -0.1359
C -0.9492 -2.0561 -0.9844 0.259 0.402 -0.429 -0.0890
N -0.0736 -1.1144 -1.1077 -0.439 -0.215 0.702 0.0116
C 0.3326 -0.7264 -2.3629 0.109 -0.244 -0.838 -0.2313
C 0.3990 -1.5969 -3.4425 -0.075 0.136 0.515 -0.0152
C 0.8601 -1.1879 -4.6940 0.128 0.379 -0.315 -0.0724
C 1.2594 0.1050 -4.9000 -0.051 -0.249 -0.083 -0.0440
C 1.2312 1.0244 -3.8342 -0.071 -0.077 0.265 -0.1532
C 1.6445 2.3622 -3.9923 0.009 0.125 0.267 -0.0076
C 1.6487 3.1990 -2.9096 0.064 -0.076 -0.388 -0.0467
C 1.2461 2.6836 -1.6701 -0.081 -0.181 0.083 -0.1464
N 0.8315 1.4544 -1.4880 -0.169 0.314 0.113 0.0183
C 0.7971 0.6135 -2.5434 0.110 -0.085 -0.676 -0.1730
C -2.1428 -3.8667 -0.0098 -0.077 -0.178 0.167 -0.1107
H -2.7638 -4.8129 3.1655 -0.021 -0.031 0.117 0.0983
H -1.4732 -2.7623 3.6136 0.053 0.060 0.052 0.1095
H -1.4462 -2.4327 -1.8894 0.093 0.028 0.007 0.1241
H 0.1145 -2.6301 -3.3089 0.019 -0.056 0.072 0.1088
H 0.9013 -1.9058 -5.5011 0.013 -0.023 -0.046 0.1070
H 1.6244 0.4350 -5.8609 0.007 0.008 -0.125 0.1094
H 1.9603 2.6960 -4.9715 0.035 0.075 -0.029 0.1176
H 1.9661 4.2264 -2.9938 0.019 0.092 0.012 0.1034
H 1.2775 3.3102 -0.7881 0.019 0.124 0.123 0.1061
H -2.3266 -4.1879 -1.0267 -0.080 -0.020 -0.034 0.1018
N -0.5749 1.5967 1.2901 -0.169 0.041 -0.105 -0.0431
C -1.0545 2.1804 2.5389 0.023 0.427 0.226 -0.2634
C 0.0699 2.8618 3.3174 -0.139 -0.477 0.020 -0.1927
C 1.1245 1.8794 3.8328 0.022 0.280 0.247 -0.2850
N 2.2192 1.7304 2.8791 0.161 0.132 0.112 -0.0940
H -0.5190 2.3009 0.5627 -0.060 -0.099 -0.048 0.0592
H -1.2221 0.8770 0.9852 0.081 -0.009 -0.141 0.0656
H -1.4616 1.3762 3.1528 -0.062 -0.012 -0.037 0.1164
H -1.8553 2.9203 2.3676 0.073 -0.249 0.037 0.1123
H -0.3713 3.3891 4.1651 0.005 0.088 -0.056 0.1078
H 0.5558 3.5953 2.6731 0.034 0.238 0.006 0.1051
H 0.6736 0.8916 3.9569 -0.039 0.016 0.118 0.1094
H 1.4832 2.2232 4.8179 -0.113 -0.152 -0.155 0.1074
H 2.9373 1.1318 3.2715 0.077 0.064 -0.108 0.0610
H 2.6426 2.6277 2.6675 0.047 -0.036 0.100 0.0713
```
Positions in Å, forces in eV/Å.

Calculated values
LUMO (eV): -0.28
Charge: 0
Maximum force (eV Å⁻¹): 0.88
Gap between HOMO and LUMO (eV): 6.60
E (a.u.): -3776.80688
Energy relative to the best compared isomer or geometry (same formula, charge and spin) (kcal per mole): 2.2